(1)
Entry from OMol25: 2 unconnected molecules or ions with the total composition C4H7ClP in a non-equilibrium geometry (ωB97M-V with the def2-TZVPD basis set).

ΔE to the lowest compared entry with this formula, charge and spin ... 3.867 eV
Orbital gap (spin up / spin down) ... 8.345 / 5.852 eV
Largest force on an atom ... 4.19 eV/A

Geometry as ORCA input:
```
! RIJCOSX wB97M-V def2-TZVPD def2/J DEFGRID3
* xyz 1 1
C -0.62 -0.29 -0.81
C -1.19 -0.22 0.38
C -1.96 -0.30 1.57
C 2.92 -0.13 -1.12
P 0.38 1.04 0.11
Cl -0.53 2.61 -0.63
H -0.96 -0.80 -1.73
H -2.32 0.61 1.99
H -1.49 -0.95 2.47
H -2.86 -0.93 1.25
H 2.79 -0.86 -0.29
H 3.48 0.73 -1.23
H 2.37 -0.51 -1.96
*
```

=====

(2)
Entry from OMol25: a molecular structure, C41H96MnN7O11 in a non-equilibrium geometry (ωB97M-V with the def2-TZVPD basis set).

Orbital gap (spin up / spin down) ... 8.103 / 8.171 eV
Largest force on an atom ... 2.57 eV/A

Geometry as ORCA input:
```
! RIJCOSX wB97M-V def2-TZVPD def2/J DEFGRID3
* xyz 1 6
Mn 0.22 3.17 1.85
C -2.59 1.73 -0.81
C -1.63 0.93 0.08
C -0.78 -0.07 -0.68
O -0.82 1.75 0.85
H -3.32 2.19 -0.14
H -3.21 1.03 -1.37
H -2.14 2.43 -1.51
H -2.31 0.32 0.72
H -0.18 -0.71 -0.02
H -0.14 0.36 -1.44
H -1.40 -0.90 -1.06
C 0.20 -4.66 -5.37
C -0.99 -4.29 -4.44
C -0.68 -3.83 -3.02
C 0.20 -2.64 -2.99
N 0.82 -1.68 -2.86
H 1.07 -5.07 -4.86
H 0.57 -3.70 -5.75
H -0.15 -5.28 -6.18
H -1.44 -5.27 -4.25
H -1.69 -3.73 -5.06
H -0.22 -4.64 -2.47
H -1.59 -3.50 -2.52
C -6.43 3.11 -0.53
C -7.96 3.28 -0.68
C -8.54 3.46 -2.07
C -8.67 2.17 -2.76
N -8.86 1.16 -3.28
H -5.97 4.08 -0.34
H -6.04 2.65 -1.44
H -6.20 2.54 0.37
H -8.24 4.11 -0.02
H -8.43 2.40 -0.23
H -8.02 4.19 -2.70
H -9.53 3.89 -1.94
C -1.56 -2.55 2.82
O -0.96 -3.27 1.78
C -1.80 -4.18 1.11
C -1.71 -5.62 1.63
N -0.42 -6.17 1.24
C -0.15 -7.51 1.72
C 1.05 -7.55 2.68
O 0.63 -7.04 3.92
C 1.71 -6.93 4.83
H -2.23 -1.78 2.38
H -0.84 -1.88 3.30
H -2.12 -3.11 3.56
H -1.56 -4.18 0.04
H -2.85 -3.84 1.08
H -2.63 -6.10 1.31
H -1.68 -5.52 2.73
H 0.28 -5.56 1.64
H 0.03 -8.31 0.99
H -1.00 -7.99 2.24
H 1.79 -6.87 2.24
H 1.47 -8.56 2.65
H 1.41 -7.00 5.87
H 2.27 -6.00 4.66
H 2.41 -7.77 4.73
C -4.50 3.88 2.36
O -3.85 4.73 1.42
C -3.33 5.92 1.93
C -1.87 5.76 2.41
N -1.12 4.86 1.48
C -0.64 5.60 0.29
C 0.08 4.65 -0.66
O 1.09 3.99 0.09
C 2.12 3.43 -0.74
H -5.55 4.14 2.49
H -3.99 3.86 3.33
H -4.46 2.85 1.99
H -3.95 6.40 2.70
H -3.32 6.59 1.06
H -1.93 5.25 3.38
H -1.43 6.74 2.56
H -1.95 4.40 1.08
H 0.07 6.36 0.62
H -1.44 6.08 -0.29
H 0.46 5.19 -1.52
H -0.68 3.92 -0.96
H 2.41 4.12 -1.52
H 1.73 2.55 -1.28
H 2.88 2.99 -0.10
C -0.25 0.83 -8.50
O -0.99 -0.22 -7.92
C -0.43 -0.80 -6.78
C -0.49 0.07 -5.53
N 0.83 0.61 -5.20
C 0.81 1.72 -4.27
C 0.14 3.00 -4.75
O 0.58 4.07 -3.93
C 0.42 5.33 -4.56
H 0.06 1.54 -7.73
H -0.79 1.44 -9.23
H 0.60 0.38 -9.03
H 0.65 -0.99 -6.94
H -0.86 -1.79 -6.67
H -0.93 -0.51 -4.70
H -1.26 0.84 -5.59
H 1.24 -0.16 -4.68
H 1.82 2.04 -3.99
H 0.44 1.47 -3.26
H -0.95 2.93 -4.69
H 0.43 3.14 -5.79
H 1.19 5.49 -5.32
H 0.61 6.05 -3.76
H -0.59 5.47 -4.95
C 8.86 -3.12 0.50
O 7.66 -3.47 1.16
C 7.48 -2.80 2.38
C 6.30 -3.44 3.07
N 5.04 -3.10 2.42
C 4.02 -4.11 2.64
C 2.77 -3.83 1.83
O 3.00 -4.08 0.47
C 1.82 -3.83 -0.27
H 8.82 -3.71 -0.42
H 9.72 -3.52 1.04
H 8.95 -2.06 0.27
H 7.22 -1.75 2.18
H 8.39 -2.77 2.98
H 6.12 -3.19 4.13
H 6.59 -4.49 3.24
H 5.20 -2.99 1.42
H 3.78 -4.22 3.70
H 4.34 -5.10 2.28
H 2.46 -2.79 2.06
H 1.86 -4.35 2.16
H 0.92 -4.33 0.09
H 1.95 -3.83 -1.35
H 1.59 -2.76 -0.08
C 1.82 0.36 2.17
O 1.70 1.75 2.55
C 2.91 2.32 3.01
C 2.89 3.86 2.95
N 1.56 4.48 3.09
C 0.97 4.49 4.45
C 0.31 3.16 4.79
O -0.58 2.72 3.76
C -1.22 1.52 4.12
H 2.84 0.12 1.88
H 1.05 0.08 1.46
H 1.64 -0.20 3.09
H 3.81 2.00 2.48
H 3.03 1.97 4.04
H 3.35 4.10 2.00
H 3.61 4.23 3.69
H 1.76 5.46 2.88
H 0.16 5.21 4.45
H 1.66 4.84 5.22
H -0.28 3.41 5.68
H 1.03 2.39 5.08
H -0.75 0.60 3.77
H -2.23 1.48 3.71
H -1.38 1.35 5.19
*
```

=====

(3)
Entry from OMol25: 8 unconnected molecules or ions with the total composition C21H54BCl2FN2O11P in a non-equilibrium geometry (ωB97M-V with the def2-TZVPD basis set).

Orbital gap ... 8.756 eV
Largest force on an atom ... 1.16 eV/A

Geometry as ORCA input:
```
! RIJCOSX wB97M-V def2-TZVPD def2/J DEFGRID3
* xyz 1 1
C -4.96 2.07 0.28
C -4.16 1.35 -0.25
C -3.23 0.55 -1.01
C -2.03 -0.05 -0.23
Cl -1.66 0.96 1.17
C -2.30 -1.52 0.13
N -1.16 -2.40 0.07
F -1.12 -2.86 -1.30
C 0.12 -1.83 0.33
P 0.42 -1.62 2.19
O -1.11 -1.77 2.71
Cl 1.11 -3.50 2.46
C 0.44 -0.61 -0.56
O 1.22 0.30 0.12
B 2.13 1.11 -0.55
O 3.20 1.57 0.17
O 2.02 1.39 -1.88
N -0.83 -0.01 -1.13
H -5.40 2.73 0.97
H -2.83 1.20 -1.79
H -3.77 -0.25 -1.51
H -3.00 -1.89 -0.60
H -2.80 -1.58 1.09
H 0.86 -2.57 0.05
H -1.27 -1.17 3.44
H 0.97 -0.97 -1.43
H 3.02 2.39 0.62
H 1.20 1.85 -2.11
H -1.07 -0.56 -1.96
H -0.70 0.97 -1.47
C 4.91 -1.98 -0.67
C 6.02 -1.00 -0.99
O 5.75 -0.26 -2.19
H 4.77 -2.68 -1.49
H 5.14 -2.54 0.24
H 3.96 -1.46 -0.53
H 6.96 -1.53 -1.16
H 6.17 -0.29 -0.17
H 4.93 0.23 -2.05
C 3.11 -6.62 -2.62
C 3.82 -5.33 -2.27
O 3.24 -4.69 -1.13
H 2.06 -6.44 -2.82
H 3.56 -7.08 -3.51
H 3.18 -7.33 -1.80
H 3.74 -4.61 -3.09
H 4.88 -5.51 -2.08
H 3.31 -5.30 -0.38
C 5.65 -1.21 -5.26
C 5.93 -2.59 -5.82
O 5.75 -2.65 -7.24
H 4.62 -0.91 -5.50
H 5.77 -1.19 -4.17
H 6.32 -0.47 -5.69
H 5.25 -3.33 -5.40
H 6.95 -2.89 -5.58
H 6.35 -2.03 -7.64
C -5.54 5.82 3.81
C -4.99 5.12 2.58
O -6.03 4.76 1.66
H -6.26 5.18 4.32
H -4.74 6.07 4.51
H -6.05 6.75 3.53
H -4.50 4.19 2.86
H -4.26 5.76 2.08
H -6.47 5.58 1.39
C -10.22 3.61 3.50
C -9.16 2.95 4.36
O -8.24 2.19 3.58
H -10.77 2.86 2.93
H -10.93 4.17 4.11
H -9.77 4.30 2.79
H -9.62 2.25 5.06
H -8.62 3.70 4.94
H -7.82 2.80 2.97
C -2.65 4.46 -2.30
C -1.51 3.75 -1.61
O -0.96 2.69 -2.44
H -3.45 3.76 -2.56
H -3.07 5.23 -1.65
H -2.32 4.94 -3.22
H -1.85 3.27 -0.70
H -0.71 4.45 -1.35
H -0.66 3.09 -3.27
C 4.50 -2.88 3.80
C 5.08 -2.67 5.19
O 6.31 -3.37 5.37
H 4.34 -3.94 3.62
H 3.55 -2.36 3.69
H 5.19 -2.52 3.04
H 4.41 -3.06 5.95
H 5.24 -1.60 5.38
H 6.94 -3.04 4.72
*
```